Computed, not measured: C34H59ClMgN2O2Si as an isolated structure at a distorted geometry, with ωB97M-V/def2-TZVPD.

Last column: Mulliken charge in e.
Positions of all 100 atoms, in Å:
O -0.573 1.890 -2.700  -0.2758
O -0.803 -0.539 -2.749  0.7029
C -1.337 3.132 -2.368  -0.2519
C -0.714 4.393 -2.954  -1.2067
H -1.380 3.179 -1.275  0.0339
H -2.364 2.980 -2.750  0.5860
H -0.009 4.814 -2.234  0.2663
H -1.527 5.126 -3.091  0.4291
H -0.235 4.238 -3.902  0.2244
C 0.806 1.965 -2.399  1.4509
C 1.608 1.813 -3.689  -1.8183
H 1.020 1.211 -1.672  -0.5393
H 1.035 2.929 -1.880  -0.1794
H 1.524 0.785 -4.035  0.2890
H 2.653 2.022 -3.489  0.4076
H 1.258 2.478 -4.464  0.3195
C -0.006 -1.886 -2.751  0.6541
C -1.647 -0.328 -3.941  -0.2706
C 1.432 -1.681 -2.994  -1.3852
H -0.522 -2.302 -3.597  0.7649
H -0.287 -2.443 -1.856  -0.6561
H 1.595 -1.398 -4.045  0.4423
H 1.912 -2.646 -2.860  0.5261
H 1.909 -0.943 -2.339  0.0393
C -0.845 -0.070 -5.174  -1.4342
H -2.327 0.452 -3.676  0.2970
H -2.143 -1.289 -3.973  0.7438
H -0.290 0.870 -5.159  0.1627
H -1.610 -0.014 -5.928  0.5628
H -0.181 -0.907 -5.466  0.2925
H -0.603 0.374 -2.380  -0.3401
N 1.269 1.047 2.072  1.1714
C 1.928 0.749 3.190  1.0770
C 1.915 -0.517 3.807  -2.2371
C 1.357 -1.711 3.313  1.6213
C 2.803 1.773 3.864  -1.9570
H 2.407 2.787 3.753  0.2596
H 3.826 1.744 3.458  0.1690
H 2.850 1.534 4.929  0.5867
C 1.841 -3.005 3.903  -1.5276
H 2.352 -3.626 3.160  0.2234
H 0.994 -3.572 4.303  0.1861
H 2.537 -2.796 4.721  0.5273
N 0.407 -1.768 2.388  0.6024
C 1.699 2.107 1.252  -0.9969
C 0.925 3.287 1.136  1.3536
C -0.381 3.418 1.858  -1.4960
C 1.388 4.357 0.377  -0.5621
H 0.812 5.273 0.326  0.5119
C 2.653 4.284 -0.283  -1.2762
H 3.028 5.118 -0.832  0.4608
C 3.394 3.093 -0.151  -0.5590
H 4.383 3.022 -0.639  0.4043
C 2.948 2.023 0.572  1.2253
C 3.800 0.789 0.673  -2.0338
C -0.002 -2.964 1.774  -1.1952
C -1.145 -3.640 2.222  1.6768
C -1.817 -3.246 3.496  -1.5876
C -1.639 -4.743 1.497  -1.1790
H -2.516 -5.256 1.837  0.4835
C -0.955 -5.164 0.332  -0.9772
H -1.342 -6.011 -0.245  0.3613
C 0.218 -4.527 -0.069  -0.7532
H 0.781 -4.870 -0.942  0.4155
C 0.713 -3.438 0.653  0.6288
C 1.983 -2.768 0.228  -0.4084
Mg -0.658 -0.033 1.916  0.9195
H -1.221 3.055 1.246  0.0359
H -0.571 4.474 2.078  0.6225
H -0.398 2.866 2.808  -0.0421
H 3.215 -0.133 0.735  0.1850
H 4.476 0.819 1.538  0.2732
H 4.433 0.722 -0.225  0.5234
H -2.814 -3.705 3.553  0.4581
H -1.937 -2.157 3.629  0.1400
H -1.250 -3.602 4.374  0.3356
H 2.678 -2.653 1.075  0.4057
H 1.812 -1.758 -0.186  -0.6132
H 2.495 -3.359 -0.547  0.5401
H 2.532 -0.607 4.705  0.2677
C -1.140 0.114 0.147  4.0948
Si -2.783 -0.421 -0.235  0.7196
H -0.172 -0.567 -0.072  -1.8258
H -0.751 1.240 0.124  -1.5346
C -3.871 0.770 -1.218  -1.1936
C -3.672 -0.587 1.462  -1.4014
C -2.939 -2.173 -0.960  -0.5459
H -3.875 -2.628 -0.618  0.4936
H -2.132 -2.827 -0.638  -0.2320
H -2.974 -2.191 -2.053  0.2457
H -4.196 1.593 -0.579  0.3568
H -4.762 0.261 -1.602  0.3449
H -3.338 1.207 -2.066  -0.0124
H -3.593 0.307 2.083  0.2541
H -3.288 -1.435 2.038  0.2830
H -4.731 -0.760 1.272  0.4723
Cl -0.798 1.102 5.020  -0.2614
C -1.781 0.645 3.689  -1.3500
H -2.463 -0.112 4.048  0.6011
H -2.295 1.544 3.320  0.4024

**LUMO**: 0.0043 Eh
**Net charge**: 0

Computed, not measured: C34H60FeGeN4S as an isolated structure at a distorted geometry, with ωB97M-V/def2-TZVPD.

Last column: Mulliken charge in e.
Positions of all 101 atoms, in Å:
Fe 11.537 12.010 13.223  0.6885
C 10.386 7.517 9.502  -1.2793
C 10.071 7.809 10.984  0.1047
C 11.344 7.807 11.836  -1.6582
C 9.041 8.941 11.219  0.1204
C 7.738 8.525 11.031  -0.9923
C 6.634 9.291 11.327  -1.5736
C 6.800 10.548 11.905  -0.7457
C 8.066 11.026 12.152  0.1095
C 8.279 12.331 12.902  4.5456
C 8.539 12.000 14.358  -1.4480
C 7.116 13.329 12.801  -1.7086
C 9.180 10.234 11.767  0.5462
N 10.448 10.843 11.867  0.2756
C 11.258 10.615 10.855  -0.5590
C 12.547 11.153 10.827  0.3380
C 13.575 10.997 9.859  -1.7678
C 14.624 11.736 10.294  -0.7562
C 14.232 12.329 11.571  -0.1777
N 12.976 11.982 11.867  0.4037
C 15.136 13.174 12.402  2.5873
C 14.334 13.975 13.441  -1.6590
C 16.119 12.235 13.098  -1.7351
C 15.879 14.138 11.459  -1.6326
H 11.012 6.640 9.452  0.4350
H 10.929 8.322 9.014  0.2954
H 9.485 7.328 8.925  0.3872
H 9.509 6.942 11.360  0.7363
H 12.174 8.317 11.330  0.3118
H 11.648 6.785 11.949  0.5648
H 11.214 8.243 12.821  0.2497
H 7.591 7.508 10.669  0.5180
H 5.647 8.892 11.148  0.4461
H 5.929 11.142 12.143  0.4279
H 9.172 12.812 12.439  -2.6819
H 7.611 11.640 14.798  0.4689
H 8.855 12.868 14.947  0.0493
H 9.292 11.216 14.479  0.2934
H 6.227 12.929 13.274  0.5853
H 6.864 13.561 11.774  0.3788
H 7.371 14.239 13.353  0.2480
H 10.890 10.033 10.014  0.9430
H 13.555 10.391 8.961  0.5664
H 15.590 11.798 9.818  0.5353
H 13.965 13.330 14.244  0.0463
H 13.495 14.484 12.957  0.2771
H 14.969 14.748 13.850  0.5463
H 15.590 11.589 13.785  0.3821
H 16.831 12.861 13.640  0.4398
H 16.677 11.632 12.386  0.4346
H 15.192 14.783 10.890  0.3553
H 16.517 13.598 10.753  0.4238
H 16.535 14.775 12.044  0.4650
C 10.246 14.437 17.908  -0.8854
C 11.715 14.056 17.799  -0.5274
N 11.927 12.633 18.068  -0.0764
C 12.008 11.655 17.195  0.7318
S 12.102 11.980 15.467  -0.4634
N 12.224 10.422 17.605  -0.1010
C 12.384 9.991 19.014  -0.7405
C 11.040 9.790 19.680  -0.9290
H 10.115 15.505 17.749  0.3745
H 9.846 14.213 18.891  0.4026
H 9.643 13.912 17.166  0.0700
H 12.296 14.600 18.537  0.3655
H 12.143 14.273 16.816  0.1912
H 12.035 12.393 19.044  0.2531
H 12.363 9.736 16.884  0.2243
H 13.001 10.716 19.539  0.3866
H 12.931 9.052 18.999  0.3884
H 10.442 10.706 19.681  0.2881
H 11.169 9.492 20.707  0.3696
H 10.479 9.015 19.155  0.3175
C 8.328 17.160 7.852  -1.1290
C 7.804 15.756 8.162  -0.7747
C 8.082 15.290 9.583  -0.0139
C 9.585 15.070 9.788  -0.8023
Ge 10.319 14.978 11.527  0.6476
C 10.090 15.690 13.274  -0.2120
C 9.097 16.814 13.496  -0.6004
C 9.258 17.979 12.526  -0.2507
C 8.046 18.912 12.539  -1.5507
H 8.121 17.401 6.822  0.3943
H 9.414 17.238 7.975  0.2972
H 7.827 17.919 8.458  0.2947
H 8.236 15.039 7.485  0.3652
H 6.721 15.741 8.032  0.3785
H 7.594 14.331 9.744  0.1394
H 7.700 16.009 10.301  0.3484
H 10.180 15.924 9.408  0.4067
H 9.971 14.187 9.258  0.6341
H 11.618 14.174 11.582  -0.3851
H 11.106 16.078 13.443  0.5900
H 9.982 14.841 13.972  -0.0411
H 9.221 17.192 14.511  0.5061
H 8.068 16.432 13.473  0.2488
H 9.398 17.580 11.509  0.1431
H 10.167 18.534 12.773  0.4100
H 7.115 18.407 12.256  0.3484
H 8.204 19.734 11.840  0.4219
H 7.922 19.369 13.514  0.3900

**Spin multiplicity**: 6
**LUMO (alpha / beta)**: -0.3527 / -0.3948 Eh
**Net charge**: +3

Computed, not measured: C34H62AlB3BrCl3CsF6KN8O13PS4 as an isolated structure at a distorted geometry, with ωB97M-V/def2-TZVPD.

Last column: Mulliken charge in e.
Positions of all 138 atoms, in Å:
C -0.600 0.882 6.292  -0.8559
C -1.561 0.209 5.105  -1.3314
P -0.495 -0.772 3.865  0.0540
C 0.048 -2.405 4.779  -0.8283
C -1.502 -1.232 2.261  2.6560
C -2.533 -2.478 2.642  -0.8251
N -3.295 -2.268 3.940  -0.1233
C -2.534 0.033 1.900  0.6676
N -1.879 1.204 1.241  0.8452
C -1.707 2.411 2.117  -0.4953
C -0.214 2.651 2.739  0.1443
C 0.570 3.959 2.053  -0.8710
Br 1.746 4.736 3.527  -0.2000
C -0.700 0.867 0.380  -2.0357
N -0.464 1.575 -0.811  1.4982
B 0.752 1.314 -1.713  0.7633
N 2.144 1.895 -1.379  -0.4492
O 0.603 0.533 -2.974  -0.7562
C -1.407 2.695 -1.296  0.1271
C -2.989 2.482 -1.669  -0.2075
C -3.875 3.846 -2.051  -0.6187
C -3.190 5.337 -2.111  -0.4584
C -1.568 5.571 -1.819  -0.5424
C -0.713 4.208 -1.415  -0.1098
N 0.267 -0.224 0.735  0.4702
C -0.465 -1.557 1.038  -1.6406
C 0.752 -2.595 1.378  -0.9261
C 0.366 -4.173 1.489  -0.2990
C 1.466 -5.152 0.697  -0.5350
S 1.914 -6.580 1.885  -0.2078
C 3.796 -6.894 1.808  -0.1459
S 4.346 -8.353 2.566  -0.0507
N 4.749 -5.944 1.098  0.2433
C 5.227 -6.524 -0.219  -0.4565
C 6.872 -6.492 -0.408  -0.3929
O 7.298 -5.098 -0.213  -0.4022
C 7.061 -4.627 1.163  -0.2470
C 5.914 -5.533 1.974  -0.6165
B -1.164 -1.969 -0.395  0.8025
N -2.635 -2.162 -0.681  -0.6162
O -0.220 -2.122 -1.558  -0.6905
H -0.416 2.020 6.056  0.2479
H 0.387 0.269 6.445  0.2576
H -1.258 0.808 7.283  0.2863
H -2.170 1.101 4.651  0.9773
H -2.271 -0.540 5.664  0.6872
H 0.018 -2.179 5.927  0.3220
H -0.590 -3.336 4.447  0.3286
H 1.198 -2.529 4.498  0.4530
H -3.374 -2.617 1.806  0.3180
H -2.011 -3.519 2.739  0.0718
H -2.736 -2.520 4.783  0.4632
H -3.738 -1.328 4.005  -0.3218
H -3.143 0.407 2.826  -2.1996
H -3.348 -0.388 1.133  0.2769
H -2.507 2.484 3.000  -0.1865
H -1.940 3.363 1.433  0.5936
H 0.483 1.713 2.767  0.1559
H -0.372 2.971 3.878  -0.1358
H 1.288 3.655 1.179  0.5104
H -0.185 4.823 1.758  0.5128
H 2.194 2.778 -1.968  0.2841
H 2.889 1.244 -1.762  0.1951
H -0.032 1.047 -3.565  0.2780
H -3.489 1.422 -1.603  0.3970
H -5.012 3.746 -2.335  0.3273
H -3.842 6.303 -2.307  0.3167
H -1.083 6.637 -1.914  0.3449
H 0.439 4.370 -1.173  0.1808
H 0.938 0.011 1.487  0.3795
H 1.389 -2.321 2.335  0.3457
H 1.521 -2.502 0.469  0.5659
H -0.734 -4.459 1.215  0.1343
H 0.495 -4.470 2.639  0.2162
H 1.034 -5.620 -0.284  0.3426
H 2.468 -4.548 0.549  0.3324
H 4.762 -5.975 -1.151  0.2291
H 4.913 -7.669 -0.251  0.2823
H 7.399 -7.248 0.314  0.0171
H 7.113 -6.856 -1.514  0.3525
H 6.761 -3.496 1.208  0.2329
H 8.060 -4.726 1.804  0.2162
H 6.525 -6.455 2.421  0.3119
H 5.554 -4.890 2.892  0.2685
H -2.879 -3.103 -0.261  0.2361
H -2.804 -2.305 -1.717  0.2019
H -0.739 -2.218 -2.412  0.2414
C -5.783 1.608 -8.517  -1.2439
C -5.541 2.156 -7.119  -0.3832
C -4.141 2.746 -6.933  -0.6434
C -2.983 1.754 -7.103  -0.4489
C -3.022 0.536 -6.177  -0.7155
C -2.929 0.897 -4.702  -0.6595
H -5.110 0.776 -8.746  0.2877
H -6.809 1.236 -8.602  0.3883
H -5.641 2.387 -9.272  0.2976
H -5.730 1.372 -6.378  0.2290
H -6.276 2.947 -6.925  0.3784
H -4.083 3.206 -5.940  0.2283
H -4.001 3.564 -7.651  0.4557
H -2.042 2.294 -6.939  0.1391
H -2.952 1.405 -8.141  0.3612
H -2.177 -0.117 -6.428  0.3738
H -3.928 -0.053 -6.355  0.3368
H -2.009 1.451 -4.494  0.1100
H -2.922 -0.013 -4.092  0.2628
H -3.780 1.504 -4.380  0.2435
C 3.835 -0.409 0.217  0.8958
O 4.011 -0.320 -0.989  -0.6788
O 3.107 0.332 0.887  -0.5905
O 4.359 -1.253 0.953  -0.5752
Al -1.692 -3.509 5.976  -0.2947
Cl 5.840 -9.588 0.973  -0.5671
N -1.036 7.150 6.281  -0.2994
S -1.903 6.788 5.022  1.0395
O -1.466 7.310 3.732  -0.5295
O -3.344 6.661 5.205  -0.6277
F -1.499 5.246 4.858  -0.1749
S -1.162 8.673 6.649  1.0705
O -0.142 9.138 7.589  -0.6344
O -2.492 9.216 6.897  -0.5660
F -0.720 9.431 5.317  -0.2455
B 0.752 3.609 -8.188  0.6178
F 2.196 3.603 -8.018  -0.4049
F 0.331 4.901 -8.706  -0.4116
F 0.369 2.564 -9.124  -0.4261
F 0.112 3.369 -6.905  -0.3993
Cs -3.991 0.942 4.791  0.9415
K 7.987 -8.020 -1.485  1.0344
C 5.898 -12.959 -0.604  0.8440
O 6.277 -13.557 0.391  -0.4360
O 4.741 -12.961 -1.040  -0.3562
O 6.614 -12.259 -1.330  -0.3661
C 1.474 7.846 1.757  0.5355
Cl 0.370 8.167 0.414  -0.1691
Cl 3.039 8.625 1.494  -0.1891
H 1.034 8.233 2.680  0.1028
H 1.624 6.767 1.844  -0.3230

**LUMO**: -0.1043 Eh
**Net charge**: -1

Computed, not measured: a 11-piece molecular cluster, C34H62Br21N5O3P2S overall at a distorted geometry, with ωB97M-V/def2-TZVPD.

Last column: Mulliken charge in e.
Positions of all 128 atoms, in Å:
C 0.297 -2.987 4.615  -0.2296
C 0.073 -1.444 5.070  -0.6251
C 0.102 -0.420 3.848  -0.0419
C 1.456 -0.303 3.070  0.8746
C 2.780 -1.127 3.406  -1.2845
N 3.458 -0.489 4.599  -0.4145
C 4.142 0.782 4.195  -0.5451
C 1.519 0.679 1.881  0.8936
C 0.303 1.569 1.488  -0.5952
C -1.054 1.490 2.212  0.6121
P -2.490 2.562 1.648  0.1424
O -1.945 3.973 0.828  -0.3547
Br -3.572 3.459 3.478  -0.1913
C -1.134 0.445 3.396  0.0869
P -2.741 0.146 4.363  0.0945
S -2.639 0.811 6.199  -0.3701
C 0.880 2.406 0.283  0.1058
O 0.689 3.539 -0.190  -0.5569
N 1.979 1.585 -0.336  0.1082
C 1.244 0.678 -1.258  -0.2726
C 1.772 -0.833 -1.364  0.0100
N 1.068 -1.416 -2.580  -0.5013
N 3.226 -0.959 -1.683  -0.4622
N 1.366 -1.723 -0.240  0.0188
C 2.668 1.036 0.833  -0.2658
O 3.913 0.919 1.010  -0.5318
H 1.201 -3.422 5.176  0.2127
H -0.626 -3.640 4.832  -0.0592
H 0.520 -2.945 3.481  0.0342
H -0.903 -1.428 5.671  0.2558
H 0.898 -1.145 5.824  0.3666
H 2.621 -2.244 3.567  0.1759
H 3.528 -0.998 2.534  0.3111
H 4.138 -1.143 5.014  0.2962
H 4.906 0.602 3.367  0.2616
H 4.704 1.265 5.081  0.3285
H 3.328 1.528 3.894  0.0957
H -1.200 4.321 1.391  0.2287
H -3.914 0.543 3.646  0.2672
H -2.832 -1.301 4.474  0.0976
H 1.335 1.130 -2.320  0.1108
H 0.102 0.612 -1.073  0.1206
H 0.047 -1.409 -2.367  0.3113
H 1.195 -0.760 -3.380  0.1660
H 3.730 -1.519 -0.988  0.2699
H 3.662 -0.049 -1.865  0.2844
H 2.022 -1.688 0.547  -0.1976
H 0.389 -1.584 0.040  0.2553
Br 1.016 5.277 3.093  -0.0850
C 0.648 7.176 2.851  -0.4787
C 0.827 7.589 1.411  -0.4084
Br 2.714 7.760 0.955  -0.1408
H 1.298 7.716 3.539  0.4178
H -0.390 7.306 3.162  0.2122
H 0.402 8.580 1.240  0.1459
H 0.391 6.885 0.702  0.3621
Br 4.003 -0.833 -6.670  -0.1183
C 2.098 -1.156 -6.923  0.0983
C 1.363 0.123 -7.237  -0.5535
Br 1.102 1.202 -5.634  -0.1655
H 1.737 -1.651 -6.021  0.2716
H 2.038 -1.850 -7.762  -0.2576
H 0.357 -0.091 -7.601  0.3603
H 1.880 0.751 -7.962  0.3937
Br -0.747 -4.932 -0.107  -0.1374
C 1.044 -5.562 -0.550  -0.6897
C 1.834 -5.881 0.696  -0.3211
Br 2.473 -4.255 1.558  -0.1167
H 1.508 -4.794 -1.171  0.3854
H 0.889 -6.462 -1.148  0.3757
H 2.735 -6.443 0.447  0.3824
H 1.263 -6.433 1.441  0.1784
Br 1.180 -2.696 -10.323  -0.1964
C 2.675 -3.665 -11.117  -0.6370
C 2.940 -4.956 -10.382  -0.1600
Br 3.870 -4.634 -8.699  -0.1317
H 3.528 -2.987 -11.120  0.4159
H 2.370 -3.862 -12.145  0.2862
H 3.610 -5.595 -10.957  -0.0571
H 2.033 -5.512 -10.143  0.4099
Br -3.332 -4.756 6.555  -0.1212
C -2.896 -6.655 6.619  -0.5574
C -1.415 -6.882 6.445  -0.6572
Br -0.884 -6.686 4.580  -0.1035
H -3.500 -7.145 5.855  0.3604
H -3.224 -6.988 7.605  0.3444
H -1.150 -7.907 6.710  0.3529
H -0.802 -6.192 7.025  0.3762
Br -2.189 9.237 1.726  -0.1117
C -2.555 11.136 1.486  -0.0799
C -2.376 11.549 0.047  -0.5654
Br -0.488 11.717 -0.410  -0.1659
H -1.905 11.675 2.175  0.4083
H -3.593 11.266 1.797  -0.2161
H -2.799 12.540 -0.124  0.3597
H -2.812 10.845 -0.661  0.3957
Br -0.461 -9.416 -2.465  -0.1565
C -0.932 -9.817 -0.617  -0.5650
C -0.207 -8.907 0.342  -0.1271
Br 1.655 -9.447 0.559  -0.1097
H -0.717 -10.874 -0.455  0.4006
H -2.010 -9.658 -0.557  0.3631
H -0.641 -8.976 1.341  0.3746
H -0.201 -7.865 0.025  -0.2024
Br -8.292 1.835 3.823  -0.1521
C -7.935 2.671 5.547  -0.5208
C -6.667 2.137 6.163  -0.2643
Br -6.943 0.366 6.930  -0.1200
H -8.817 2.510 6.167  0.3876
H -7.838 3.737 5.330  0.3511
H -6.352 2.762 7.000  0.3276
H -5.845 2.050 5.451  -0.0093
Br 4.071 -5.387 -13.604  -0.0973
C 5.868 -6.010 -14.032  -0.5224
C 6.653 -6.315 -12.781  -0.6419
Br 7.278 -4.681 -11.922  -0.1068
H 6.330 -5.244 -14.655  0.3740
H 5.722 -6.914 -14.625  0.3357
H 7.559 -6.874 -13.022  0.3668
H 6.079 -6.867 -12.035  0.3580
Br -6.553 11.640 1.742  -0.1494
C -7.036 11.238 3.588  -0.5740
C -6.284 12.118 4.555  -0.5707
Br -4.441 11.521 4.767  -0.1240
H -6.852 10.174 3.740  0.3680
H -8.109 11.429 3.648  0.3490
H -6.720 12.053 5.553  0.3370
H -6.246 13.163 4.248  0.3625

**Structure (SMILES)**: CCc1c(CNC)c2c(c(P(O)Br)c1[PH2]=S)C(=O)N(CC(N)(N)N)C2=O.BrCCBr.BrCCBr.BrCCBr.BrCCBr.BrCCBr.BrCCBr.BrCCBr.BrCCBr.BrCCBr.BrCCBr
**LUMO**: -0.0441 Eh
**Net charge**: 0

Among the records above, which one has the lowest net charge?
C34H62AlB3BrCl3CsF6KN8O13PS4